# 1
ORCA calculation (the ωB97M-V functional and the def2-TZVPD basis) on a structure of composition C5H6O2.

CARTESIAN COORDINATES (ANGSTROEM)
C  -0.8953  0.0116  0.9409
C  0.4145  0.8016  0.9862
H  1.2256  -1.1075  -0.3013
C  1.1217  0.3574  -0.2763
O  0.5495  -0.7046  -2.3356
H  0.1968  1.8886  1.0284
O  -1.6990  -0.0485  1.8366
H  -1.6496  -0.0541  -1.0653
H  0.9843  0.5897  1.8937
H  -1.3984  -1.6735  -0.3753
C  0.3066  -0.4415  -1.1678
H  1.8506  1.0406  -0.7407
C  -1.0073  -0.6599  -0.4235

=====

# 2
ORCA calculation (the ωB97M-V functional and the def2-TZVPD basis) on a structure of composition C22H64N14O12Zn.

CARTESIAN COORDINATES (ANGSTROEM)
H  3.8803  0.8331  0.2108
H  1.9991  -0.2730  -4.0132
H  -3.1605  -2.8711  -3.1803
C  -2.7792  1.8315  -5.4948
N  0.9683  0.8420  4.1853
H  1.7193  -4.6139  6.7890
N  -2.0314  1.4423  3.2445
H  -2.2705  -0.0483  -2.0930
H  -0.8736  -4.1199  2.1547
C  0.7501  -3.4959  4.8676
H  0.3296  -5.4107  7.4201
H  -3.0931  0.0647  -7.5081
H  4.1224  1.2335  -3.2615
H  3.9892  2.9315  -1.5950
H  -1.5952  1.0387  -7.7471
H  -1.7940  2.6188  -0.0206
O  1.0416  0.1700  0.4785
H  -1.4703  1.8027  -2.5065
N  -1.6044  1.9690  -3.4936
C  -1.5837  -1.9760  -2.0433
N  -0.5978  3.8762  2.0969
N  4.7422  -2.9821  0.9890
H  0.7007  -3.7200  7.8463
C  -2.9825  2.0634  -3.9875
C  -3.6513  2.8250  0.1671
H  0.8781  -1.3521  3.2499
O  1.0818  3.3322  0.7214
C  -3.0472  0.9058  3.8614
H  -0.9883  -2.7556  -0.0885
O  2.9569  1.7602  4.5994
H  -3.7500  1.8513  -5.9901
H  -2.8650  4.2601  -4.0601
H  -1.1922  3.7681  1.2875
N  2.6578  0.4552  2.9521
H  0.4277  0.5295  3.3915
H  -2.1016  -1.7766  -4.1051
C  -3.5253  3.4893  -3.6628
H  6.3329  2.5067  -0.3957
N  0.4828  -2.1422  2.7605
C  -0.2095  0.3754  0.3674
C  -1.5741  -3.0874  -0.9457
H  -2.0691  -3.1434  3.0554
H  -3.5694  3.6453  -2.5849
N  2.8632  -2.2451  0.5066
H  2.0911  -1.5943  0.4902
C  1.6402  0.5738  -3.4282
N  -2.4975  3.3295  0.1211
H  -2.3493  4.2093  -0.3521
H  1.7017  1.3599  -4.1808
O  -4.6706  3.4876  -0.0672
H  1.9825  0.1731  2.2561
C  -0.2206  -2.8623  3.8562
H  -1.0724  -3.9790  -1.3217
O  -3.5771  1.3908  4.9171
N  -2.3660  -0.8884  -1.5406
H  -0.7342  -2.0744  4.4072
C  5.8035  1.7801  -1.0119
O  -1.4007  -3.6922  -3.7806
H  5.7278  -2.8891  1.1892
C  0.6793  3.8013  1.7466
H  -1.5233  -0.6146  -7.3024
H  4.3270  -3.9026  1.0080
O  -2.0178  0.6234  -5.7489
Zn  1.5349  1.8695  -0.6146
H  1.0102  4.5081  3.6285
H  -4.2334  -0.7681  3.5291
H  6.0263  0.7746  -0.6551
H  -0.9605  4.4250  2.8633
H  -1.4026  -4.6681  3.7097
H  0.5967  1.2679  5.0223
O  -0.3885  1.2008  -0.4806
C  3.7611  0.9315  -2.2785
H  3.9873  2.2912  0.7154
H  0.5018  -2.9047  -4.1498
H  -2.0951  -0.5921  -0.6139
O  4.5820  -0.8490  0.9442
H  -1.2730  1.1496  -3.9823
H  -0.6807  -2.7920  -5.5416
C  -0.3799  -3.3208  -4.6372
H  1.3450  -4.1934  4.2779
H  -2.7307  -0.5767  2.6509
H  -4.5003  3.5827  -4.1412
H  -3.5067  1.2120  -3.5535
C  4.2260  1.9299  -1.2362
H  -0.5081  -1.8825  -2.1931
H  0.0928  -4.2516  -4.9506
N  1.3927  4.2647  2.7260
H  -1.5615  1.0786  2.4278
H  4.1032  -0.0892  -2.1070
C  2.2089  1.0920  3.9652
C  -1.1787  -3.7664  3.1397
H  2.3925  4.2963  2.5862
H  -2.8397  1.0641  0.6211
C  4.0304  -1.9227  0.9354
H  3.6295  0.5714  2.7021
N  -3.6787  1.5593  0.3546
O  -0.0313  -4.1556  5.8808
H  0.6116  0.2616  -3.2476
H  -1.8390  2.3782  3.5719
H  1.4069  -2.7169  5.2547
H  -0.1656  -1.7644  2.0845
O  2.3087  0.9491  -2.2147
O  -1.0478  -0.0821  1.1386
C  -2.1291  -2.5618  -3.3497
H  6.2721  2.0272  -1.9645
H  -4.5774  1.2388  0.0234
H  -2.5230  -3.4171  -0.5226
N  3.5072  1.7501  0.0106
N  -3.3486  -0.2985  3.3998
H  2.6102  -3.2134  0.6426
C  0.6707  -4.4491  7.0367
C  -2.0977  0.2952  -7.1284
H  -2.1994  2.6270  -5.9629

=====

# 3
ORCA calculation (the ωB97M-V functional and the def2-TZVPD basis) on a structure of composition C29H61O15Pt.

Output
Charge ... +1
Multiplicity ... 3

CARTESIAN COORDINATES (ANGSTROEM)
H  5.2359  -0.5582  -3.9142
H  3.1607  1.1531  0.1714
C  1.2181  5.5402  -2.4065
O  -0.7683  3.4789  3.1407
H  3.2665  -1.6925  -0.0051
O  -0.0472  2.8470  -0.6757
H  -2.6285  -3.9800  0.5905
H  2.1944  5.3748  -1.9428
H  1.7747  4.5729  -4.3363
C  -3.1560  5.3897  -1.2765
H  2.8247  -2.1873  2.2980
H  -3.3570  0.0018  0.9428
H  5.2038  6.8153  0.8818
O  3.1155  -0.2698  2.9271
C  4.3843  6.0761  1.0495
O  3.4763  -0.0757  -2.0504
O  2.0138  5.9469  0.8955
O  4.4284  5.1570  -0.0268
C  0.4437  3.6682  -1.4611
H  -0.9709  5.4670  2.8729
H  0.7954  6.6416  2.4487
O  -2.9630  4.2663  -0.5115
H  -0.0192  -3.0420  -0.6485
C  3.4227  -0.9378  -2.8843
C  0.8064  6.5513  1.4008
H  -3.2099  -8.1257  3.7601
H  -2.4539  -3.7657  -2.0843
O  -5.4910  -7.1766  2.5661
O  0.2475  5.0195  -1.3862
H  -4.2690  -7.1650  0.9917
C  2.7623  0.2920  0.6912
H  5.2060  -2.9693  -3.5923
C  -3.1561  -7.4881  2.9033
H  1.8185  0.0978  0.2098
H  0.0134  5.9080  0.9774
H  5.3233  3.5528  1.1076
H  -2.3593  4.7066  3.5800
C  1.0724  4.4889  -3.5009
H  -2.3176  6.0512  -0.9792
C  4.4563  -2.5736  -4.2941
C  -0.6973  -3.7684  -0.0993
C  -2.6154  0.6699  0.5361
C  -4.0174  2.5863  0.9837
C  3.0819  6.8641  1.0954
H  -7.4348  -7.0665  2.7087
O  -0.9875  -4.9559  -0.8461
C  0.1611  -5.7138  -1.1552
C  -4.1619  3.5166  -0.2461
H  3.7878  -0.5903  -4.8891
C  -1.2373  4.6951  3.5967
H  2.9599  7.4338  2.0138
C  4.3202  -1.0506  -4.0652
C  3.0746  -3.0245  -3.8353
H  2.2245  3.1153  -2.3149
C  4.5486  3.7391  0.3633
O  2.2205  1.7753  2.4778
H  4.6824  -2.8851  -5.3398
H  4.4684  5.4892  1.9563
C  3.5697  -1.4290  2.1858
H  -4.0975  -3.6328  -1.5185
O  -2.6804  -2.3266  -0.7087
H  -2.7150  0.7592  -0.5174
O  -1.8729  -7.6375  2.2000
C  3.7307  -1.0432  0.6979
H  -4.3402  2.9170  -1.1651
H  -3.0881  5.1719  -2.3734
H  3.5574  3.4539  0.8187
H  -5.0098  4.1434  -0.0984
C  -1.0047  -8.6183  2.6698
H  4.7139  -0.7908  0.3251
H  -0.1934  -6.6984  -1.4353
H  0.8356  -5.2613  -1.8563
C  2.5997  0.6974  2.1043
H  -3.3008  -6.4725  3.3933
H  -4.0490  3.2309  1.8657
H  2.2689  -2.7995  -4.5837
H  -4.1132  5.8689  -1.1205
C  -6.7346  -7.3669  1.9240
O  -2.7840  1.9450  1.2006
H  2.9762  7.5710  0.3063
H  0.7354  2.2843  -3.0985
H  -1.9891  -2.5667  1.1923
H  0.9958  6.5643  -2.7063
C  -2.0705  -3.1195  0.2569
H  -0.2098  -8.7175  1.9656
O  2.7181  -2.0523  -2.7303
C  -3.2129  -3.0784  -1.8323
H  -6.8915  -6.7094  1.0128
H  0.7147  -5.8937  -0.1542
H  -1.5789  0.4135  0.7869
Pt  -0.5459  3.5423  1.2783
H  4.5716  -1.6338  2.5870
H  -0.8678  4.6083  4.6857
H  -0.1744  -4.0735  0.7585
H  4.6988  3.1828  -0.5954
H  3.0378  -4.0432  -3.4477
H  0.6364  7.5291  0.9762
H  -3.4184  -2.3112  -2.6081
H  -4.8098  1.8582  1.0588
H  -6.8419  -8.3818  1.5511
H  -0.4663  -8.3578  3.6080
C  1.1931  3.1898  -2.6576
H  -4.5622  -8.8462  1.6680
H  0.0951  4.4082  -3.8898
C  -4.3934  -7.7582  1.9269
H  -1.5088  -9.6067  2.7221

=====

# 4
ORCA calculation (the ωB97M-V functional and the def2-TZVPD basis) on a cluster of 2 separate species, C31H51BrN3O5P in total.

CARTESIAN COORDINATES (ANGSTROEM)
H  1.6903  -1.4615  -4.3145
H  -3.0975  -2.3861  -2.4339
H  -0.2120  -2.6344  1.9614
C  -1.7469  -3.2067  -4.4943
O  1.6176  0.6148  0.9584
C  -0.8956  3.3810  4.2562
C  0.8903  -2.8096  1.5955
C  2.2932  -3.0228  -2.5128
C  -1.1215  3.0358  2.6346
H  -0.6654  0.9415  2.7573
H  4.5044  3.6186  0.2205
C  4.4047  4.4375  2.4558
H  -4.9680  -2.1135  -8.3978
H  -0.0157  0.1728  -2.6905
C  -3.0607  -2.3637  -4.6281
H  3.0129  -3.6787  -3.1884
N  -0.2709  1.8193  2.3558
H  2.8468  1.6263  -0.6898
H  4.2092  3.2202  5.3893
H  1.0874  -3.9858  1.6422
P  0.2213  1.6704  0.6528
H  -6.5506  -1.6817  -7.7877
O  5.2678  -0.9010  6.6469
H  5.4124  5.0049  2.1622
H  -4.0009  -0.2396  -7.1163
H  -3.5057  1.0700  -5.1541
H  -0.8072  4.0102  2.0687
C  -0.6471  -0.0363  0.2951
N  -3.9320  -2.8232  -5.7622
H  5.9145  3.3386  3.8667
H  -4.6451  -1.9899  -3.1048
H  -1.9710  -4.2788  -4.4369
C  0.2978  -1.0435  -0.6253
H  0.2797  3.4814  4.4183
H  3.7720  5.1958  3.0859
C  0.5589  -0.7754  -2.2485
C  1.4821  -0.8463  8.4654
H  1.7005  -2.2439  2.2649
H  -1.1983  -2.9386  -3.5826
C  3.8680  -0.4760  6.8197
H  5.0984  1.0534  4.6010
H  3.4436  0.8555  3.5838
C  2.5405  2.8723  1.1412
H  4.3279  0.1236  -0.1223
C  2.8235  1.3652  0.4733
C  -4.6298  -0.4150  -6.2331
H  3.6007  -2.0071  8.7452
C  -6.2531  -2.0743  -5.2061
H  -1.0524  -3.0450  -5.3262
H  2.5510  -4.2670  -0.4121
H  -0.8996  -0.6327  1.2696
C  1.5232  -1.7277  -3.1711
H  -2.2911  2.8113  2.5485
O  1.1743  3.1693  0.5959
H  0.6690  1.5707  -0.7429
C  -3.8592  0.0442  -4.9996
C  -2.6672  -0.8676  -4.7395
H  -2.1587  -0.5390  -3.8240
C  3.9434  1.2780  4.5812
C  3.1024  0.6418  5.8420
H  -0.4181  0.5661  7.6699
C  -3.7701  -2.6126  -3.2704
C  1.0593  -2.4000  -0.0118
H  -6.4247  -3.1300  -4.9651
H  -4.5156  0.0760  -4.1250
Br  -1.6723  2.5128  -0.3076
O  -3.0984  -2.9983  -6.8841
H  3.2077  4.9821  0.5740
H  2.3386  2.5666  2.2632
C  3.0458  -1.1882  8.0860
H  -6.1415  -1.5178  -4.2757
H  0.9162  -1.3874  9.3657
C  4.8504  3.1590  3.3827
H  -1.3665  4.4398  4.4897
H  -7.1807  -1.6941  -5.6508
H  -1.3751  2.5556  4.9414
H  -1.9404  -0.7314  -5.5528
H  5.5934  -0.7617  5.7089
H  -5.5135  0.2225  -6.3581
H  4.9432  2.2146  2.6891
H  0.9358  1.7583  5.5986
C  0.7197  0.2705  7.5051
H  -1.6941  0.1785  -0.2364
C  3.7064  4.0162  1.0124
C  2.0273  -3.3562  -0.9291
C  -5.6643  -2.2888  -7.5691
C  -5.0517  -1.9079  -6.1765
H  -4.0725  -3.6616  -3.1691
N  3.8303  2.8112  4.4826
O  4.1490  0.7555  0.6605
C  1.5406  0.9791  6.2324
H  -5.9707  -3.3402  -7.5905

=====

# 5
ORCA calculation (the ωB97M-V functional and the def2-TZVPD basis) on the molecule C20H21Cl2N3O3.

Output
SMILES string ... CC(=O)N1CCN(c2ccc(NC(=O)COc3ccc(Cl)cc3Cl)cc2)CC1

CARTESIAN COORDINATES (ANGSTROEM)
C  0.8308  0.8129  1.5479
C  -1.7334  2.1045  -3.3421
H  3.1352  -5.9797  5.9564
O  5.5601  -4.1542  5.2780
Cl  -1.0248  3.0462  -7.7017
C  -0.7407  -0.9231  2.0330
H  2.1276  -1.8778  6.3431
C  1.6257  0.3904  2.5897
H  -3.6881  1.5396  -1.1580
H  1.1327  1.6699  0.9617
N  2.0729  -1.0794  4.4504
C  -1.2864  2.6936  -6.0349
H  3.8520  -0.4049  3.5656
C  2.0339  -3.5043  4.9334
H  0.8012  2.6034  -5.5557
C  3.5119  -1.1442  4.2866
N  3.4655  -3.5463  4.7496
H  1.5531  -3.7296  3.9732
H  5.0225  -2.6222  3.7629
H  -0.2700  -2.2031  3.6402
C  3.9359  -2.5431  3.8161
H  1.7105  -4.2380  5.6678
H  0.3846  2.0728  -3.1786
C  -2.8057  2.3184  -4.2130
C  -2.2895  0.1610  -0.3140
H  -1.6629  -1.4368  1.8199
H  3.9787  -0.9309  5.2539
C  -2.5799  2.5980  -5.5531
C  1.2714  -0.7143  3.3748
H  -3.1494  0.2636  -2.2711
H  -0.7419  1.4340  -0.3116
C  -0.4405  2.2215  -3.8572
H  -3.4198  2.7544  -6.2108
H  3.5029  -2.7417  2.8283
C  -0.2065  2.5185  -5.1830
C  -2.8163  0.9735  -1.5090
C  0.0639  -1.3505  3.0710
Cl  -4.4555  2.3014  -3.6826
N  -1.1255  0.6327  0.1747
C  1.6339  -2.0877  5.3867
C  3.8020  -5.2749  6.4478
C  -0.3624  0.1594  1.2496
C  4.3632  -4.2793  5.4540
H  0.5578  -2.0149  5.5390
O  -1.8140  1.8462  -2.0074
H  2.5257  0.9432  2.8091
H  4.6374  -5.8199  6.8784
O  -2.9209  -0.7848  0.1042
H  3.2663  -4.7668  7.2468

=====

# 6
ORCA calculation (the ωB97M-V functional and the def2-TZVPD basis) on a cluster of 3 separate species, C5H15NO3S in total.

Output
Charge ... +1
Multiplicity ... 2

CARTESIAN COORDINATES (ANGSTROEM)
O  -2.0354  -2.2532  -1.4268
H  -0.7779  -1.4446  1.6071
O  -3.6474  1.5149  1.3136
C  -1.4113  -1.1080  0.6265
C  0.9871  1.4493  -0.3852
H  3.0391  -1.4387  2.3649
H  -0.3452  0.0603  -1.5768
H  -0.1788  -2.3960  -0.9112
H  -0.7314  0.6857  1.3965
H  1.0236  1.7761  0.6681
H  -1.0139  1.6918  -1.0928
H  -3.9277  0.7056  1.0899
H  1.8636  -0.5817  -0.4311
O  2.6204  -1.2270  1.6534
H  -2.5224  -1.0669  0.9045
H  3.0436  0.6742  -0.0424
H  -2.8888  1.8404  0.7820
C  -1.1844  -1.9603  -0.6135
N  -1.2363  0.3659  0.5062
C  -0.4294  0.8213  -0.7406
H  1.9555  -1.8821  1.6067
H  1.2582  2.3158  -1.2121
H  1.6937  0.1731  -3.0888
C  2.1415  0.4626  -0.6548
S  2.7040  0.8213  -2.3433

=====

# 7
ORCA calculation (the ωB97M-V functional and the def2-TZVPD basis) on the molecule C6H12O.

Output
SMILES string ... C[C@@H]1C[C@@H]1[C@@H](C)O

CARTESIAN COORDINATES (ANGSTROEM)
C  1.0225  -0.3388  0.4261
H  -1.9623  -1.4403  1.0599
H  -0.4224  0.0924  -1.8981
C  -1.4439  0.4495  0.0573
H  0.1899  -0.5590  2.1319
H  2.8974  0.7524  0.4988
H  -2.0758  1.1321  0.6287
H  2.0162  0.7148  -1.0636
C  -1.9689  -0.9751  0.0641
C  0.0146  0.7387  0.1707
C  -0.6178  0.8838  -1.1688
H  0.2464  1.6921  0.6457
H  -3.0025  -0.9936  -0.2945
H  2.9633  -0.6878  -0.5563
H  -1.3776  -1.6138  -0.5980
O  1.1080  -0.5814  1.8219
H  0.7054  -1.2567  -0.0929
C  2.3299  0.1239  -0.1944
H  -0.6225  1.8669  -1.6386

=====

# 8
ORCA calculation (the ωB97M-V functional and the def2-TZVPD basis) on the molecule C15H17FN2O3S.

Output
SMILES string ... COc1ccc(CNS(=O)(=O)NCc2ccccc2F)cc1

CARTESIAN COORDINATES (ANGSTROEM)
H  1.1251  1.7139  2.2773
C  -1.5683  -0.9763  -1.4435
H  1.6207  1.8096  -1.1041
C  -1.8707  -1.3615  -0.0814
H  -1.2427  -2.0647  1.6861
C  0.2377  1.6033  0.5923
N  2.7092  1.1109  1.1262
S  3.5146  0.0571  0.5392
C  1.4087  1.2559  1.4259
O  3.2265  -1.1410  1.2527
H  -2.4907  2.8323  -2.0040
H  -3.0413  -0.7682  2.2448
H  2.2726  -2.0752  -2.2612
H  3.6385  -0.1721  -1.6572
C  -2.1418  2.0555  0.1809
O  4.7605  0.3950  0.4130
H  -3.6016  -2.4010  1.8180
H  1.1100  -2.0871  1.2209
C  0.6689  -1.6984  -0.6335
C  -0.5521  2.4002  -1.5516
F  -1.3066  1.2862  2.1190
C  2.1040  -1.5662  -1.2909
H  0.0548  -0.6464  -2.6904
C  0.5181  1.9024  -0.9242
C  -0.2120  -1.0929  -1.8309
H  -2.2185  -0.6983  -2.0574
H  -0.2576  2.5379  -2.6091
C  -1.0700  1.7814  0.6172
C  -0.9599  -1.9774  0.7014
H  -4.7699  -1.1300  1.7756
H  -3.0869  1.8400  0.3573
C  -3.6566  -1.3945  1.6053
H  1.1829  0.2068  1.7035
N  2.8802  -0.5445  -1.1334
C  -1.7576  2.4730  -1.2345
H  2.8936  2.0807  0.7049
C  0.2863  -2.0097  0.5257
H  2.6803  -2.4758  -0.5633
O  -3.0885  -1.0606  0.1836

=====

Number 1: strongest force on any atom 3.4 eV/Å, energy -9374.536 eV. Number 2: strongest force on any atom 9.6 eV/Å, energy -117703.004 eV. Number 3: strongest force on any atom 3.8 eV/Å, energy -65005.436 eV. Number 4: strongest force on any atom 8.7 eV/Å, energy -126985.423 eV. Number 5: strongest force on any atom 0.7 eV/Å, energy -56739.237 eV. Number 6: strongest force on any atom 8.6 eV/Å, energy -23883.584 eV. Number 7: strongest force on any atom 0.6 eV/Å, energy -8463.061 eV. Number 8: strongest force on any atom 17.2 eV/Å, energy -38490.899 eV.